This record from the OMol25 dataset describes a structure of composition C39H52CoN8. The level of theory is wB97M-V/def2-TZVPD.

Structure (XYZ):
```
100
Properties=species:S:1:pos:R:3:forces:R:3
H 1.234480 -3.747917 5.518343 0.00 0.00 0.00
H -0.360109 -3.847997 -4.037516 0.00 0.01 0.00
H 2.210787 -5.379826 -3.354578 0.00 0.00 0.00
C 0.670894 0.546266 -5.251678 0.01 0.00 -0.01
H -0.062365 4.097468 -3.483320 0.00 0.01 0.00
H -0.739956 0.195379 -6.871829 0.00 0.00 0.00
C 1.205901 -2.541882 3.778170 0.02 -0.01 -0.03
N 0.681839 -2.005775 -0.528315 -0.08 -0.04 0.02
H 2.349724 4.297417 -2.718022 0.00 0.00 0.00
H 0.444182 -1.786106 -3.896798 0.00 0.00 0.00
N -2.588790 2.557303 -2.869129 -0.12 0.15 -0.10
H 0.653568 -6.353252 -1.312053 0.00 0.01 -0.01
C -0.749605 0.469426 -5.817180 0.00 -0.01 0.00
H -0.076313 3.327321 4.717969 0.00 0.00 0.00
H 2.176785 -3.808582 -4.145675 0.00 0.00 0.00
H -0.270001 4.854248 3.904278 0.01 0.01 -0.01
H 3.040691 -4.555433 3.168567 0.00 0.00 0.00
H -0.291668 -5.377282 -3.207877 0.01 0.00 0.00
H 0.679581 -4.583604 4.094355 0.01 0.00 -0.01
H 0.476238 3.336865 -4.955544 0.01 -0.01 0.00
H -1.782941 0.864085 2.076624 0.01 -0.04 0.03
H 2.438986 3.522335 4.472357 0.00 0.00 0.00
H -0.550384 -1.776474 6.445011 0.00 0.00 0.00
H 0.895352 -4.391376 1.859894 0.00 0.00 -0.01
H -1.661219 -1.705495 -1.064403 0.03 -0.03 0.03
H 1.755484 4.879510 5.374261 0.00 0.00 0.00
H 1.494160 -5.220024 -4.961119 0.00 0.00 0.00
C 0.379832 3.283938 2.634274 -0.02 0.03 0.00
C 0.666115 2.125893 -3.230161 -0.04 -0.03 0.06
C 0.399963 2.753856 0.456427 0.05 0.00 0.00
C 2.089659 4.133783 -3.764984 0.00 -0.01 0.01
N -2.834775 1.297371 -2.164489 0.06 -0.09 0.08
C 0.252073 -4.442184 -3.355148 -0.02 0.01 -0.01
H 1.244948 1.295516 -5.799647 -0.01 0.01 0.00
H 0.707594 5.582637 0.273237 -0.02 -0.01 -0.01
H -0.994516 -7.208081 0.336965 0.00 0.00 0.01
C 0.440385 2.936942 -0.898851 -0.01 -0.02 -0.01
H -1.600662 6.535618 0.293185 0.00 0.00 0.00
H 1.888141 0.000357 5.875847 0.00 0.00 -0.01
Co 0.526691 -0.229031 0.295395 -0.12 0.04 -0.08
H -1.189473 -5.592557 1.023592 0.00 0.01 0.00
H 3.577986 -3.711515 4.615182 0.00 0.00 0.00
H -2.157456 5.208088 1.314904 0.00 0.00 0.00
H -1.992924 0.750166 -2.328211 0.06 0.03 -0.04
C 0.859512 -3.382009 1.473905 -0.01 -0.02 -0.02
H 2.220964 5.079598 3.681885 0.00 0.00 0.00
H 1.195399 -5.985706 0.301923 -0.01 -0.01 0.00
C 1.001271 -2.353186 2.364108 -0.02 0.02 0.02
N 0.594571 1.552489 1.096710 -0.02 0.05 -0.01
H 1.949496 -1.690121 6.281003 -0.01 -0.01 0.00
H -2.764541 2.339019 -3.846877 0.04 0.00 0.01
H 2.872075 3.512906 -4.202935 0.00 0.00 -0.01
H 2.962866 -5.362587 4.737963 0.00 0.00 0.00
H 1.189210 -0.400500 -5.415285 0.00 0.00 0.01
C 0.617182 -0.054631 -2.712630 -0.01 0.08 -0.02
C -3.335948 -1.287915 0.179457 -0.05 0.01 -0.01
C 0.497399 -4.300910 -0.800738 -0.02 -0.01 -0.08
H -0.649312 -0.078462 5.991319 0.00 0.00 0.00
C -0.953460 -6.142850 0.111154 -0.01 0.00 -0.01
H 0.183014 5.889657 1.906428 0.01 0.00 0.00
N 0.615879 0.585576 -1.490927 -0.01 -0.08 0.02
C 0.254464 3.833524 1.400899 -0.02 -0.01 0.03
H -3.381227 3.147089 -2.626813 0.02 0.00 0.01
C 0.674374 0.893776 -3.796273 0.00 -0.05 0.01
C -0.018438 -0.824875 6.477794 -0.01 0.01 0.00
C 0.983752 -0.374861 3.256097 -0.01 -0.01 0.02
C 0.673937 -3.217169 0.119010 0.04 0.06 0.04
N 0.905092 -1.016816 2.048129 -0.07 0.02 -0.02
C -2.155109 0.137271 1.373763 0.04 0.04 -0.10
C 1.338512 -0.938360 5.778375 0.01 -0.01 0.02
H 0.848526 1.351053 4.459587 0.00 0.01 0.00
C 0.814783 0.976455 3.446518 -0.01 -0.01 0.01
H -4.290433 -0.227169 1.858389 0.00 0.00 0.00
H -1.346663 -0.270168 -5.279234 0.00 0.00 0.00
C 0.373334 3.974441 3.961602 -0.01 -0.01 0.01
H 2.097779 5.098910 -4.270880 0.00 0.00 0.00
C -3.424333 -0.429048 1.254723 -0.05 0.03 -0.05
C -1.438556 5.487416 0.543040 -0.01 0.00 0.01
C 0.597443 1.872574 2.430649 0.05 -0.03 -0.01
C 1.612742 -4.730435 -3.994816 0.00 0.00 -0.01
N -1.355046 -0.345417 0.426371 0.23 -0.17 0.22
H -1.654235 4.888680 -0.343636 0.01 0.00 0.00
H 0.345846 3.942528 -1.282006 -0.01 0.00 0.00
C 1.419617 -3.861043 4.448946 -0.02 -0.01 0.02
C 0.721736 3.459931 -3.899003 -0.02 0.02 -0.01
C 1.203267 -1.305632 4.334341 0.02 0.01 -0.02
C 0.386314 -3.741851 -2.039326 0.00 -0.08 0.06
H 0.102829 -0.538002 7.522099 0.00 0.00 0.00
C -0.006490 5.260113 1.035913 0.01 0.01 0.00
C 1.779817 4.389051 4.401473 0.00 -0.01 0.01
C 0.596481 1.916374 -1.807277 -0.02 0.03 -0.05
H -2.758967 1.540100 -1.179626 -0.01 -0.01 0.03
H -1.251550 1.433837 -5.723313 0.00 0.00 0.00
C 0.422157 -5.749371 -0.433345 0.02 -0.01 0.02
C 0.514096 -1.408621 -2.886160 -0.01 -0.06 0.04
H -1.732840 -5.921676 -0.620016 0.00 -0.01 0.00
C 2.832685 -4.407805 4.229204 0.01 0.00 0.00
C 0.510790 -2.325536 -1.855013 0.06 0.07 -0.03
N -2.081017 -1.225680 -0.279716 0.03 0.11 -0.05
H -4.069129 -1.915652 -0.296944 0.00 0.00 0.01
```
Forces are in eV/Å.

Values from the calculation:
Highest occupied orbital energy (spin up / spin down) = -0.348 / -0.348 Eh
LUMO level (spin up / spin down) = -3.62 / -3.62 eV
Kohn-Sham gap (spin up / spin down) = 5.853 / 5.854 eV
Relative energy (zero: lowest compared OMol25 entry of this formula, charge and spin) = 45.4 kJ/mol
Charge = +1